No. 1
The following is a DFT calculation (ωB97M-V with the def2-TZVPD basis set) of an isolated molecule of C24H27N3O3.

The geometry in ORCA input format:
```
! wB97M-V def2-TZVPD RIJCOSX def2/J DEFGRID3
* xyz 0 1
C -0.169 9.132 2.267
O 0.590 8.434 3.225
C 0.687 7.085 3.119
C 1.461 6.466 4.131
C 1.638 5.117 4.143
C 1.054 4.301 3.148
C 1.212 2.908 3.131
C 0.642 2.123 2.148
C 0.889 0.664 2.216
O 1.368 0.154 3.207
C 0.593 -0.158 0.972
C 1.676 0.139 -0.078
C 1.476 -0.746 -1.306
C 1.450 -2.216 -0.884
N 0.408 -2.424 0.089
C -0.714 -3.168 -0.071
O -1.534 -3.300 0.824
C -0.911 -3.836 -1.375
C -0.907 -3.321 -2.687
N -1.247 -4.247 -3.559
N -1.477 -5.353 -2.860
C -1.873 -6.574 -3.526
C -3.191 -6.343 -4.261
C -0.768 -7.008 -4.487
C -1.304 -5.152 -1.543
C 0.593 -1.655 1.299
C -0.132 2.747 1.144
C -0.307 4.101 1.142
C 0.278 4.919 2.132
C 0.107 6.317 2.138
H -1.216 8.813 2.276
H -0.109 10.182 2.550
H 0.242 9.005 1.260
H 1.899 7.103 4.883
H 2.228 4.649 4.917
H 1.798 2.427 3.900
H -0.388 0.106 0.569
H 1.650 1.193 -0.360
H 2.656 -0.066 0.361
H 2.281 -0.581 -2.024
H 0.529 -0.493 -1.788
H 1.298 -2.869 -1.743
H 2.411 -2.473 -0.420
H -0.699 -2.324 -3.020
H -2.008 -7.332 -2.746
H -3.969 -6.046 -3.562
H -3.503 -7.252 -4.768
H -3.061 -5.551 -4.994
H -1.055 -7.920 -5.002
H -0.600 -6.223 -5.220
H 0.159 -7.187 -3.948
H -1.449 -5.925 -0.816
H -0.221 -1.899 1.983
H 1.543 -1.927 1.770
H -0.608 2.157 0.377
H -0.907 4.568 0.373
H -0.489 6.758 1.354
*
```

Its SMILES is COc1ccc2cc(C(=O)[C@H]3CCCN(C(=O)c4cnn(C(C)C)c4)C3)ccc2c1. The value obtained for the relative energy (zero: lowest compared OMol25 entry of this formula, charge and spin) is 1.4330 eV.

No. 2
The following is a DFT calculation (ωB97M-V with the def2-TZVPD basis set) of an isolated molecule of C24H27NO2.

The geometry in ORCA input format:
```
! wB97M-V def2-TZVPD RIJCOSX def2/J DEFGRID3
* xyz 0 1
C 5.907 -1.847 -1.680
C 4.444 -1.981 -2.085
C 3.578 -2.468 -0.925
C 2.112 -2.585 -1.339
C 1.160 -3.102 -0.249
C 1.528 -4.513 0.226
C 0.376 -5.228 0.922
C 1.096 -2.138 0.933
O 0.649 -0.866 0.469
C 0.970 0.198 1.206
O 1.670 0.173 2.185
C 0.360 1.433 0.620
C 1.243 2.526 0.527
N 1.994 3.392 0.475
C -0.944 1.486 0.245
C -1.848 0.362 0.523
C -1.883 -0.237 1.781
C -2.727 -1.306 2.021
C -3.542 -1.790 1.011
C -3.523 -1.190 -0.238
C -2.690 -0.114 -0.480
C -1.527 2.657 -0.414
C -2.819 3.063 -0.078
C -3.385 4.167 -0.685
C -2.679 4.871 -1.647
C -1.403 4.465 -2.000
C -0.827 3.367 -1.389
H 6.507 -1.500 -2.518
H 6.012 -1.134 -0.865
H 6.302 -2.805 -1.349
H 4.074 -1.013 -2.430
H 4.361 -2.684 -2.918
H 3.948 -3.438 -0.587
H 3.679 -1.763 -0.098
H 2.042 -3.256 -2.199
H 1.757 -1.603 -1.662
H 0.157 -3.135 -0.691
H 1.829 -5.101 -0.644
H 2.381 -4.459 0.904
H -0.492 -5.280 0.268
H 0.668 -6.243 1.183
H 0.087 -4.715 1.836
H 2.071 -2.024 1.417
H 0.378 -2.489 1.682
H -1.258 0.149 2.574
H -2.748 -1.762 2.999
H -4.194 -2.630 1.198
H -4.161 -1.562 -1.026
H -2.668 0.350 -1.455
H -3.368 2.520 0.678
H -4.381 4.480 -0.408
H -3.124 5.733 -2.123
H -0.853 5.004 -2.756
H 0.160 3.044 -1.682
*
```

Its SMILES is CCCC[C@@H](CC)COC(=O)C(C#N)=C(c1ccccc1)c1ccccc1. The value obtained for the relative energy (zero: lowest compared OMol25 entry of this formula, charge and spin) is 0.0000 eV.

No. 3
The following is a DFT calculation (ωB97M-V with the def2-TZVPD basis set) of a structure of composition C24H28AgBClN4O5.

The geometry in ORCA input format:
```
! wB97M-V def2-TZVPD RIJCOSX def2/J DEFGRID3
* xyz 2 2
C -3.710 2.563 1.047
C -2.655 3.561 0.726
C -3.061 4.976 0.373
N -1.406 3.350 0.767
C -0.719 2.254 0.405
C 0.382 1.753 1.169
B 0.771 2.501 2.551
N -0.072 2.397 3.732
O 1.887 3.271 2.518
C 1.071 0.665 0.693
O 2.122 0.191 1.435
C 1.758 -0.789 2.393
O 0.969 -0.491 3.238
C 2.440 -2.099 2.312
C 3.716 -2.214 2.836
C 4.355 -3.435 2.819
C 3.737 -4.542 2.263
C 2.468 -4.417 1.732
C 1.813 -3.206 1.761
C 0.777 0.025 -0.546
C 1.572 -1.083 -1.087
C 2.685 -0.437 -1.990
C 3.987 -1.273 -2.021
N 4.443 -1.388 -3.404
C -0.333 0.551 -1.261
C -1.053 1.613 -0.809
C -2.140 1.891 -1.809
O -2.671 2.935 -2.055
N -2.327 0.654 -2.510
C -3.233 -0.294 -1.852
C -3.383 -1.606 -2.605
C -4.045 -2.663 -1.738
Cl -5.755 -2.293 -1.440
C -0.960 0.155 -2.595
O -0.446 -0.380 -3.525
H -3.364 1.537 0.978
H -4.577 2.715 0.404
H -4.055 2.776 2.063
H -3.426 5.524 1.263
H -2.212 5.511 -0.038
H -3.814 4.853 -0.447
H -0.072 1.416 4.015
H -1.047 2.595 3.527
H 2.675 2.793 2.234
H 4.216 -1.371 3.291
H 5.340 -3.541 3.248
H 4.253 -5.489 2.269
H 1.979 -5.277 1.300
H 0.810 -3.113 1.368
H 2.032 -1.692 -0.318
H 0.961 -1.712 -1.732
H 2.919 0.544 -1.571
H 2.317 -0.253 -2.994
H 3.858 -2.243 -1.538
H 4.751 -0.710 -1.491
H 4.172 -2.272 -3.810
H 5.447 -1.303 -3.464
H -4.222 0.155 -1.782
H -2.916 -0.517 -0.820
H -2.436 -2.017 -2.957
H -4.000 -1.450 -3.489
H -3.999 -3.614 -2.260
H -3.527 -2.788 -0.790
Ag -5.044 6.248 0.015
*
```

The value obtained for the relative energy (zero: lowest compared OMol25 entry of this formula, charge and spin) is 0.0000 eV.

No. 4
The following is a DFT calculation (ωB97M-V with the def2-TZVPD basis set) of a structure of composition C24H28BeNO2.

The geometry in ORCA input format:
```
! wB97M-V def2-TZVPD RIJCOSX def2/J DEFGRID3
* xyz -1 1
C -0.811 2.046 3.044
C -0.672 2.725 1.791
C -1.349 2.011 0.787
H -0.136 3.651 1.610
C -1.955 0.894 1.388
C -1.647 0.878 2.782
H -2.685 0.254 0.894
C 2.007 0.002 3.098
C 2.360 1.238 2.408
C 2.478 1.003 1.041
H 2.563 2.186 2.899
C 2.284 -0.397 0.799
C 2.022 -1.001 2.026
H -1.432 2.293 -0.268
H -2.226 0.327 3.529
H -0.633 2.495 4.018
H 1.980 -2.086 2.186
H 2.718 1.716 0.246
H 2.307 -0.218 4.137
Be 0.254 0.381 3.550
C 2.480 -1.114 -0.532
C 3.708 -2.036 -0.383
C 2.788 -0.134 -1.677
H 4.602 -1.421 -0.201
H 3.879 -2.605 -1.306
H 3.610 -2.741 0.452
H 3.692 0.448 -1.458
H 1.939 0.543 -1.825
H 2.941 -0.710 -2.601
C 1.216 -1.963 -0.939
C 0.085 -1.168 -1.575
H 0.861 -2.542 -0.069
H 1.536 -2.682 -1.716
O -0.078 0.038 -1.428
N -0.810 -1.808 -2.390
C -2.185 -1.279 -2.462
H -0.594 -2.726 -2.740
C -2.298 0.209 -2.689
C -3.347 0.924 -2.108
H -4.032 0.408 -1.429
C -3.494 2.287 -2.381
H -4.330 2.833 -1.944
C -2.597 2.943 -3.229
H -2.729 4.001 -3.464
C -1.524 2.230 -3.782
H -0.801 2.717 -4.435
C -1.374 0.877 -3.505
H -0.516 0.335 -3.907
H -2.661 -1.560 -1.508
H -2.689 -1.836 -3.268
C -0.618 -2.157 3.523
C -0.981 -1.772 2.165
O -1.496 -2.161 1.212
H -0.060 -1.358 4.096
H 0.004 -3.064 3.469
H -1.553 -2.355 4.066
*
```

The value obtained for the total energy is -1151.16647 Ha.

No. 5
The following is a DFT calculation (ωB97M-V with the def2-TZVPD basis set) of a structure of composition C24H28Cl3KN4O2Si.

The geometry in ORCA input format:
```
! wB97M-V def2-TZVPD RIJCOSX def2/J DEFGRID3
* xyz 0 1
K -0.409 0.734 -0.136
C 4.893 5.395 -0.043
C 4.046 4.194 -0.373
C 4.428 2.921 -0.055
C 3.627 1.805 -0.385
C 3.930 0.528 0.147
N 3.241 -0.540 -0.148
C 3.184 -1.804 0.569
C 1.829 -1.880 1.296
C 1.070 -3.200 1.360
N 0.873 -3.985 0.128
C -0.289 -4.425 -0.359
C -1.562 -3.872 -0.331
C -2.679 -4.739 -0.545
C -3.952 -4.284 -0.464
C -5.150 -5.181 -0.621
C -4.150 -2.890 -0.238
C -3.151 -1.963 -0.162
C -3.584 -0.548 -0.094
N -2.978 0.450 -0.578
C -3.612 1.760 -0.539
C -2.659 2.967 -0.459
C -1.826 3.341 -1.717
N -0.452 2.905 -1.609
C 0.527 3.704 -1.616
C 1.913 3.339 -1.266
C 2.770 4.368 -0.950
C 2.379 1.977 -1.091
O 1.710 0.969 -1.462
C -1.761 -2.432 -0.201
O -0.775 -1.689 -0.196
H 5.867 5.092 0.339
H 4.414 6.015 0.718
H 5.056 6.020 -0.922
H 5.362 2.752 0.472
H 4.728 0.433 0.880
H 2.478 -0.307 -0.821
H 4.018 -1.854 1.271
H 3.305 -2.608 -0.161
H 1.179 -1.120 0.880
H 1.970 -1.578 2.334
H 0.094 -2.979 1.787
H 1.582 -3.875 2.052
H 1.644 -4.599 -0.078
H -0.205 -5.390 -0.854
H -2.486 -5.792 -0.721
H -4.849 -6.222 -0.728
H -5.734 -4.906 -1.503
H -5.811 -5.110 0.244
H -5.178 -2.542 -0.172
H -4.581 -0.426 0.358
H -4.312 1.822 0.304
H -4.200 1.857 -1.459
H -1.996 2.886 0.410
H -3.290 3.827 -0.227
H -1.884 4.426 -1.890
H -2.265 2.846 -2.588
H 0.373 4.780 -1.801
H 2.424 5.387 -1.108
Cl 2.133 0.620 3.859
Si 0.184 1.245 3.116
Cl -0.862 -0.735 3.249
Cl -0.586 2.112 4.897
*
```

The value obtained for the relative energy (zero: lowest compared OMol25 entry of this formula, charge and spin) is 0.2680 eV.

No. 6
The following is a DFT calculation (ωB97M-V with the def2-TZVPD basis set) of a structure of composition C24H28Cl3N5O5V.

The geometry in ORCA input format:
```
! wB97M-V def2-TZVPD RIJCOSX def2/J DEFGRID3
* xyz 0 2
O -2.709 -2.426 -1.141
V -1.138 -2.470 -1.424
C 3.261 -2.183 -2.033
C 1.797 -1.741 -2.261
C 1.522 -0.990 -3.538
O 0.906 -2.850 -2.133
H 3.531 -2.834 -2.872
H 3.259 -2.888 -1.202
H 3.952 -1.352 -1.922
H 1.595 -1.132 -1.367
H 1.334 -1.680 -4.364
H 2.344 -0.295 -3.733
H 0.621 -0.376 -3.569
N -0.861 0.438 0.199
O -1.998 0.945 0.289
O 0.138 1.069 0.542
O -0.763 -0.716 -0.323
N 3.422 -1.837 2.631
C 2.723 -0.793 2.163
C 2.604 0.376 2.922
C 3.225 0.501 4.138
C 3.931 -0.600 4.621
C 3.934 -1.753 3.864
H 2.426 -0.656 1.129
H 2.182 1.260 2.458
H 3.138 1.388 4.752
H 4.313 -0.678 5.631
H 4.480 -2.614 4.233
N -1.759 -1.289 -3.305
C -2.142 -0.019 -3.038
C -2.597 0.845 -4.030
C -2.565 0.413 -5.331
C -2.050 -0.848 -5.649
C -1.723 -1.680 -4.612
H -2.328 0.218 -1.996
H -2.906 1.847 -3.772
H -2.791 1.114 -6.125
H -1.995 -1.076 -6.703
H -1.361 -2.700 -4.608
N 2.002 5.650 1.097
C 1.510 6.824 0.719
C 0.212 7.017 0.238
C -0.634 5.912 0.291
C -0.184 4.686 0.749
C 1.162 4.614 1.137
H 2.044 7.754 0.880
H -0.148 7.997 -0.039
H -1.663 6.062 -0.016
H -0.770 3.777 0.730
H 1.501 3.681 1.569
N -0.912 -3.250 0.777
C 0.258 -2.980 1.370
C 0.490 -3.173 2.723
C -0.566 -3.713 3.462
C -1.776 -4.038 2.853
C -1.881 -3.818 1.506
H 1.000 -2.633 0.661
H 1.414 -3.024 3.253
H -0.381 -3.788 4.526
H -2.624 -4.313 3.463
H -2.870 -3.883 1.066
C -5.166 0.989 1.605
Cl -4.608 1.849 3.036
Cl -6.869 1.333 1.275
Cl -4.894 -0.787 1.807
H -4.602 1.314 0.740
*
```

The value obtained for the relative energy (zero: lowest compared OMol25 entry of this formula, charge and spin) is 0.5078 eV.

No. 7
The following is a DFT calculation (ωB97M-V with the def2-TZVPD basis set) of a cluster of 4 separate species, C24H28ClF24N8O4 in total.

The geometry in ORCA input format:
```
! wB97M-V def2-TZVPD RIJCOSX def2/J DEFGRID3
* xyz 1 1
C 2.507 -5.045 0.737
C 3.211 -3.736 0.928
N 2.562 -2.590 0.876
C 3.436 -1.560 1.111
N 3.132 -0.283 1.167
C 1.754 0.266 1.018
C 0.720 -0.394 1.961
C -0.600 0.419 2.131
C -1.710 -0.580 2.592
N -2.906 -0.608 1.713
C -3.142 -1.870 1.125
N -3.221 -2.979 1.725
N -3.360 -1.848 -0.311
O 4.181 0.609 1.368
C 4.491 1.146 0.145
N 5.005 1.535 -0.776
N 4.612 -2.159 1.261
N 4.519 -3.489 1.167
Cl 5.771 -4.605 1.288
H 1.427 -4.858 0.618
H 2.610 -5.721 1.605
H 2.846 -5.590 -0.159
H 1.749 1.363 1.154
H 1.487 0.060 -0.036
H 1.142 -0.672 2.946
H 0.433 -1.355 1.493
H -0.424 1.118 2.970
H -0.871 1.028 1.252
H -1.285 -1.593 2.711
H -2.045 -0.257 3.596
H -2.681 -0.003 0.923
H -3.077 -2.809 2.726
H -4.346 -2.103 -0.401
H -2.871 -2.630 -0.738
H 5.466 -1.637 1.430
C 2.828 4.337 -4.094
C 2.047 4.489 -2.776
C 1.586 3.192 -2.114
F 0.726 2.503 -2.888
F 0.924 3.472 -0.957
F 1.001 5.319 -2.974
F 2.875 5.119 -1.894
O 2.094 4.522 -5.294
C 1.420 3.430 -5.826
C -0.090 3.663 -5.881
F -0.593 3.866 -4.645
F -0.710 2.575 -6.394
F 1.743 2.303 -5.158
F 1.882 3.273 -7.083
H 3.557 5.148 -4.101
H 3.425 3.424 -4.118
H 2.435 2.547 -1.868
H -0.326 4.531 -6.499
C 1.101 4.174 7.436
C 1.350 2.781 8.040
C 2.046 1.769 7.130
F 1.316 1.494 6.024
F 2.215 0.596 7.787
F 0.183 2.282 8.504
F 2.149 2.958 9.128
O -0.203 4.426 6.929
C -0.485 4.051 5.626
C -1.599 3.008 5.567
F -1.251 1.884 6.230
F -1.843 2.652 4.282
F 0.637 3.643 4.994
F -0.899 5.164 4.986
H 1.204 4.879 8.261
H 1.877 4.461 6.725
H 3.032 2.130 6.823
H -2.520 3.395 6.009
C -4.818 -3.540 -5.752
C -4.085 -4.794 -6.259
C -3.973 -5.954 -5.271
F -3.265 -5.612 -4.172
F -3.322 -6.991 -5.851
F -2.865 -4.440 -6.721
F -4.783 -5.250 -7.336
O -4.002 -2.468 -5.295
C -3.576 -2.483 -3.977
C -2.052 -2.549 -3.876
F -1.573 -3.670 -4.451
F -1.666 -2.574 -2.572
F -4.179 -3.475 -3.292
F -3.997 -1.326 -3.424
H -5.336 -3.127 -6.618
H -5.609 -3.781 -5.042
H -4.962 -6.305 -4.962
H -1.591 -1.689 -4.364
*
```

The value obtained for the relative energy (zero: lowest compared OMol25 entry of this formula, charge and spin) is 0.0000 eV.